The following is a quantum chemistry calculation of a cluster of 2 separate species, C18H27N2O in total in a non-equilibrium geometry, from the Open Molecules 2025 dataset.

The geometry in XYZ format:
```
48
Properties=species:S:1:pos:R:3:forces:R:3
O -4.3923 0.7462 -3.8961 0.26 -0.30 0.99
N 1.3898 0.6554 2.1085 0.61 0.39 -0.36
N -2.4618 0.8271 -1.9406 1.97 0.20 0.74
C 1.2680 -1.7014 -0.2019 0.42 -1.14 0.53
C 0.3257 -0.2063 2.5030 -0.24 -0.33 0.13
C 2.7211 0.3590 2.6433 -0.04 -0.12 0.15
C 3.4752 1.6994 2.6765 -0.13 0.05 0.05
C 1.1058 -4.0431 0.4689 0.18 0.24 -0.19
C 3.2533 -3.1060 -0.1819 0.02 -0.18 0.04
C 2.4857 -4.1941 0.2598 -0.06 0.30 0.04
C -3.7281 1.9932 -3.7008 -0.22 0.19 -0.78
C -3.0289 2.1137 -2.3569 -0.34 0.01 0.19
C -1.2423 0.7811 -1.4083 -1.10 0.30 -0.76
C -3.2494 -0.3905 -2.0873 -0.56 -0.50 -0.24
C 2.6610 -1.8673 -0.3890 -0.60 0.39 0.10
C 1.0730 2.0707 2.2516 0.03 0.02 0.29
C 0.4952 -2.8195 0.2160 0.47 0.21 -0.34
C -0.6527 -0.4062 -0.9763 0.66 -0.61 0.66
C -4.5895 0.0077 -2.6760 -0.22 0.24 -0.68
C 0.6281 -0.4392 -0.4483 -0.75 0.31 -1.66
C 2.4171 2.8012 2.4051 -0.10 -0.02 0.05
H 2.6759 -0.0872 3.6566 -0.13 0.16 -0.27
H -2.9867 2.1059 -4.5112 -0.39 -0.11 0.23
H 3.2349 -1.0024 -0.7404 -0.06 -0.41 0.22
H 4.3262 -3.2198 -0.3563 -0.40 -0.02 0.08
H 0.4260 2.2622 3.1337 0.19 -0.16 -0.25
H -5.1587 -0.8750 -2.9942 0.10 0.27 0.42
H -3.3927 -0.8769 -1.1122 0.03 0.19 -0.12
H 2.6581 3.3633 1.4952 0.00 -0.03 0.30
H -1.2025 -1.3449 -1.1195 0.36 0.52 0.15
H 3.2222 -0.3768 1.9949 -0.12 0.10 0.20
H -4.4875 2.7895 -3.7975 0.46 -0.08 0.07
H -5.1439 0.5913 -1.9144 -0.08 -0.25 -0.50
H -0.5466 0.0495 1.8967 -0.21 -0.13 0.19
H 3.9230 1.8382 3.6666 0.09 0.00 -0.34
H 1.2065 0.4878 -0.3941 -0.12 -0.38 0.07
H -3.7508 2.4623 -1.6017 0.40 -0.14 -0.06
H 2.3531 3.4950 3.2542 0.12 -0.05 -0.42
H 0.5044 -4.8781 0.8195 0.16 0.12 -0.08
H -0.5839 -2.7064 0.3306 0.35 -0.09 0.19
H -0.6783 1.7187 -1.3922 -0.26 -0.23 0.18
H 0.5097 2.3963 1.3663 -0.01 0.12 0.12
H 2.9661 -5.1579 0.4552 -0.20 0.39 -0.11
H -2.1966 2.8168 -2.4303 -0.29 0.07 0.09
H 0.0625 -0.0981 3.5651 -0.03 -0.08 0.04
H -2.7496 -1.1194 -2.7498 -0.01 0.48 0.16
H 4.2655 1.7300 1.9189 -0.10 -0.01 0.25
H 0.5898 -1.2452 2.2908 -0.09 0.08 0.24
```
Forces are in eV/Å.

For the HOMO energy, the calculation gives -11.0 eV. Its orbital gap is 6.432 eV. The value obtained for the energy relative to the best compared isomer or geometry (same formula, charge and spin) is 1.6 kcal per mole. As for the strongest force on any atom: 2.12 eV/A. Its net charge is +1.